[1]
{
  "formula": "C4H10BN",
  "method": "wB97M-V/def2-TZVPD",
  "e_above_lowest_ev": 1.523,
  "e_tot_ha": -237.9740,
  "species": ["B", "C", "C", "C", "C", "N", "H", "H", "H", "H", "H", "H", "H", "H", "H", "H"],
  "xyz": [[-0.69882, 0.00591, -0.09450], [0.36136, 1.27205, -0.15018], [1.68325, 0.61535, 0.15851], [1.54754, -0.91328, -0.07397], [-2.75184, -0.03418, 0.07282], [0.08599, -1.14144, -0.08619], [0.46778, 1.66308, -1.11846], [0.07064, 1.95242, 0.50406], [2.57680, 1.12293, -0.34221], [1.70800, 0.68326, 1.26773], [2.17851, -1.21508, -1.10499], [1.95152, -1.58363, 0.73376], [-3.09764, 0.77565, -0.47940], [-2.97828, -0.09418, 1.13423], [-3.01610, -1.01317, -0.41236], [-0.08869, -2.09568, -0.00884]]
}

[2]
{
  "formula": "C28H50Br6O12",
  "method": "wB97M-V/def2-TZVPD",
  "e_tot_ha": -17443.7947,
  "species": ["C", "C", "C", "O", "C", "O", "O", "H", "H", "H", "H", "H", "H", "C", "C", "C", "O", "C", "O", "O", "H", "H", "H", "H", "H", "H", "C", "C", "O", "C", "H", "H", "H", "H", "H", "H", "C", "C", "O", "C", "H", "H", "H", "H", "H", "H", "C", "C", "O", "C", "H", "H", "H", "H", "H", "H", "C", "C", "O", "C", "H", "H", "H", "H", "H", "H", "C", "C", "O", "C", "H", "H", "H", "H", "H", "H", "C", "C", "O", "C", "H", "H", "H", "H", "H", "H", "C", "Br", "Br", "Br", "H", "C", "Br", "Br", "Br", "H"],
  "xyz": [[-2.58691, 1.15947, 0.82191], [-1.66493, 0.62803, -0.32837], [-0.24833, 0.20584, 0.06961], [-0.30837, -1.19160, -0.07492], [-1.37938, -1.54495, -0.74120], [-1.60307, -2.69160, -1.08353], [-2.17614, -0.54692, -0.90151], [-3.61082, 1.07742, 0.45726], [-2.37551, 2.20776, 1.03290], [-2.52479, 0.59281, 1.75096], [-1.70520, 1.40640, -1.09035], [0.00117, 0.45655, 1.10062], [0.51222, 0.58134, -0.61498], [-0.13693, 0.46142, -3.86415], [0.77526, 1.44388, -4.56567], [1.17497, 1.04392, -5.98353], [1.10761, 2.30857, -6.62849], [0.45142, 3.22577, -5.91815], [0.34520, 4.40559, -6.23430], [0.08784, 2.68156, -4.76437], [-0.50728, 0.78193, -2.89038], [0.39275, -0.48295, -3.73886], [-1.00586, 0.18904, -4.46321], [1.69228, 1.62948, -4.00645], [0.62900, 0.20086, -6.40691], [2.22923, 0.77984, -5.90044], [4.31825, -1.72256, 1.86761], [3.73550, -1.56720, 3.26041], [4.38593, -1.87715, 4.25617], [2.40609, -0.90861, 3.28753], [3.46999, -1.54705, 1.20597], [4.75304, -2.70671, 1.69292], [5.02783, -0.91769, 1.67583], [1.81683, -1.21528, 2.42334], [2.58918, 0.12971, 3.01098], [1.83095, -0.99275, 4.20962], [-3.51409, 4.79477, -2.82747], [-3.49082, 3.49148, -3.63406], [-3.41020, 2.46800, -3.02002], [-3.48850, 3.54945, -5.17099], [-4.52240, 4.92749, -2.43532], [-3.28053, 5.70723, -3.37609], [-2.76550, 4.70149, -2.04069], [-3.00288, 4.49336, -5.41859], [-4.52052, 3.45173, -5.50789], [-2.88992, 2.69282, -5.48081], [-3.83443, -0.79100, 4.40690], [-3.43524, -2.09444, 5.04950], [-2.52644, -2.78868, 4.57759], [-4.22736, -2.43550, 6.29219], [-4.85373, -0.94132, 4.05120], [-3.13322, -0.42219, 3.65831], [-3.86741, -0.01028, 5.16683], [-4.35998, -3.51359, 6.38296], [-5.15109, -1.87564, 6.43846], [-3.57876, -2.17858, 7.12968], [4.64174, -1.68754, -1.87276], [3.25263, -1.66665, -2.58903], [2.42696, -0.78721, -2.28860], [3.13869, -2.45325, -3.91714], [4.99853, -0.69742, -1.58915], [5.36160, -2.16717, -2.53599], [4.49691, -2.28675, -0.97383], [3.82543, -2.10628, -4.68920], [2.11334, -2.28253, -4.24518], [3.36578, -3.49459, -3.68873], [1.18320, -4.15481, 3.90890], [0.89407, -4.40054, 2.46087], [1.54552, -5.26230, 1.85306], [-0.26025, -3.69336, 1.91124], [1.44983, -5.09772, 4.38630], [0.23798, -3.96028, 4.41567], [2.01614, -3.46323, 4.03551], [-1.09190, -3.97797, 2.55581], [-0.47172, -3.89508, 0.86115], [-0.02097, -2.63981, 2.05579], [4.94825, 1.80493, 0.47174], [3.60571, 1.81564, -0.09356], [2.60854, 1.36390, 0.47778], [3.45725, 2.57612, -1.39353], [5.56997, 2.58847, 0.03858], [5.41457, 0.82587, 0.36184], [4.91724, 1.93261, 1.55379], [4.20007, 2.26605, -2.12848], [3.51374, 3.65206, -1.22841], [2.46363, 2.47383, -1.82983], [-0.10276, 2.60870, 5.50430], [-0.15777, 1.83791, 3.63626], [-1.51614, 1.78588, 6.63462], [-0.14746, 4.57593, 5.51618], [0.76897, 2.21562, 6.02746], [-6.07770, -1.00657, -0.04396], [-4.76053, -1.90034, 1.09730], [-6.23214, 0.86192, 0.21669], [-7.91955, -1.82152, 0.01148], [-5.70342, -1.19328, -1.05051]]
}

[3]
{
  "formula": "C27H26N3OS",
  "method": "wB97M-V/def2-TZVPD",
  "total_charge": 1,
  "e_above_lowest_ev": 0.000,
  "e_tot_ha": -1681.9274,
  "species": ["C", "O", "C", "C", "C", "C", "C", "C", "C", "C", "C", "C", "C", "C", "N", "C", "C", "C", "C", "H", "H", "H", "H", "H", "H", "H", "H", "H", "H", "H", "H", "H", "H", "H", "H", "C", "C", "C", "C", "C", "C", "S", "C", "N", "C", "C", "C", "N", "H", "H", "H", "H", "H", "H", "H", "H", "H", "H"],
  "xyz": [[2.19630, 6.16227, -1.01169], [2.24450, 5.78505, 0.38587], [2.03344, 4.48831, 0.73569], [1.82270, 3.44926, -0.20525], [1.67285, 2.15983, 0.25393], [1.62295, 1.82621, 1.62111], [1.44825, 0.44248, 1.96862], [2.24325, -0.54599, 1.40000], [2.21670, -1.95161, 1.78576], [1.54256, -2.64914, 2.77585], [1.78451, -4.03063, 2.90407], [2.69684, -4.69161, 2.06510], [3.40460, -3.98360, 1.07505], [3.14337, -2.62961, 0.96755], [3.75393, -1.68964, 0.12905], [4.78187, -2.01955, -0.83763], [3.23245, -0.45791, 0.36540], [1.81012, 2.89619, 2.55433], [2.03155, 4.18591, 2.12203], [2.37655, 7.23742, -0.98864], [2.98441, 5.65443, -1.58651], [1.20992, 5.94960, -1.45072], [1.81751, 3.64547, -1.27559], [1.58776, 1.34628, -0.46773], [0.79611, 0.14524, 2.80211], [0.87801, -2.09257, 3.43764], [1.25166, -4.59597, 3.66953], [2.85494, -5.76269, 2.17247], [4.11271, -4.45864, 0.39547], [4.95440, -3.09736, -0.78366], [4.46027, -1.75692, -1.85592], [5.72970, -1.49877, -0.63127], [3.59382, 0.42763, -0.14553], [1.82276, 2.68327, 3.62412], [2.21648, 5.01189, 2.80366], [-6.77131, -1.99596, -1.26897], [-5.61999, -1.43756, -1.83165], [-4.57256, -1.08976, -0.97622], [-4.61758, -1.33833, 0.40148], [-5.75954, -1.92036, 0.95668], [-6.84529, -2.22785, 0.11440], [-3.12104, -0.86534, 1.16835], [-2.41740, -0.33553, -0.39731], [-1.21253, 0.06571, -0.57838], [-0.85707, 0.53779, -1.93182], [-2.02173, 0.86893, -2.84722], [-3.10141, -0.17332, -2.77560], [-3.39343, -0.45089, -1.36580], [-7.61255, -2.24918, -1.91845], [-5.51387, -1.26751, -2.90840], [-5.77680, -2.11686, 2.02845], [-7.75363, -2.65488, 0.54018], [-0.24655, 1.43520, -1.76561], [-0.22036, -0.19753, -2.46031], [-2.43093, 1.84707, -2.58434], [-1.68168, 0.93075, -3.87909], [-4.02462, 0.15813, -3.25205], [-2.75786, -1.10727, -3.24257]]
}

[4]
{
  "formula": "C3H9N3",
  "method": "wB97M-V/def2-TZVPD",
  "e_above_lowest_ev": 3.964,
  "e_tot_ha": -283.8374,
  "smiles": "[H]/N=N\\N.C=CC",
  "species": ["H", "N", "N", "N", "H", "H", "C", "C", "C", "H", "H", "H", "H", "H", "H"],
  "xyz": [[-1.93087, -0.34404, 0.36521], [-1.96743, 0.19740, -0.53943], [-1.68303, -0.36951, -1.58615], [-1.48109, -1.66165, -1.73611], [-1.36787, -2.25018, -0.97619], [-0.84680, -1.94504, -2.53664], [1.48833, -0.59236, 0.50137], [0.84511, 0.51283, 0.33533], [0.60745, 1.67793, 1.28696], [1.86740, -1.06289, -0.41865], [1.93085, -1.08965, 1.38044], [0.91760, 0.97518, -0.70448], [-0.12006, 1.50277, 2.02706], [0.28263, 2.56147, 0.68727], [1.45778, 1.88774, 1.91402]]
}